Arrangement P

This record from the OMol25 dataset describes C3H9N2 as an isolated structure. The level of theory is wB97M-V/def2-TZVPD.

## Properties
Charge: +1
HOMO-LUMO gap: 10.389 eV
HOMO level: -14.309 eV

Last column: Löwdin charge in e.
Geometry (Å):
C -0.021 1.109 -0.586  -0.10
N 0.101 1.440 0.747  0.03
H 0.841 1.341 -1.201  0.12
H -0.973 1.234 -1.076  0.11
H -0.778 1.406 1.242  0.10
H 0.478 2.372 0.854  0.11
C 0.175 -0.776 -1.145  0.01
C -0.425 -1.064 0.068  -0.22
N 0.208 -1.528 1.121  0.19
H -0.384 -0.697 -2.061  0.11
H 1.242 -0.862 -1.253  0.11
H -1.499 -1.027 0.157  0.16
H -0.179 -1.399 2.043  0.14
H 1.215 -1.549 1.091  0.14

***

Arrangement Q

This record from the OMol25 dataset describes C3H9N2 as an isolated structure. The level of theory is wB97M-V/def2-TZVPD.

## Properties
Charge: +1
HOMO-LUMO gap: 11.727 eV
HOMO level: -15.226 eV

Last column: Löwdin charge in e.
Geometry (Å):
C -1.163 -0.388 -0.279  -0.18
C 0.293 -0.315 -0.125  -0.18
C 0.898 1.490 -0.613  0.13
N 1.336 -1.083 0.011  0.18
N -1.112 -0.347 1.179  0.09
H -1.688 0.542 -0.586  0.13
H -1.805 -1.190 -0.891  0.18
H 0.149 2.208 -0.164  0.09
H 0.827 1.196 -1.625  0.05
H 1.852 1.632 -0.249  0.02
H 1.297 -2.108 -0.087  0.16
H 2.171 -0.674 0.372  0.13
H -1.796 0.265 1.503  0.10
H -1.259 -1.227 1.556  0.09

***

Which of them is the most stable? Correct choice: arrangement P.

***

Arrangement P

This record from the OMol25 dataset describes one molecule with the formula C7H8. The level of theory is wB97M-V/def2-TZVPD.

## Properties
HOMO-LUMO gap: 10.976 eV
HOMO level: -9.940 eV
SMILES: C#CC[C@H](C)C#C

Last column: Löwdin charge in e.
Geometry (Å):
C 0.366 0.623 1.407  -0.07
C 0.236 -0.374 0.249  -0.40
C -0.318 0.301 -1.030  -0.18
C -1.769 0.481 -0.936  -0.15
C -2.965 0.541 -0.812  0.11
C 1.526 -1.017 -0.025  -0.12
C 2.590 -1.541 -0.243  0.12
H 1.070 1.420 1.140  0.09
H -0.604 1.074 1.637  0.08
H 0.745 0.123 2.303  0.08
H -0.478 -1.155 0.537  0.14
H 0.185 1.264 -1.184  0.12
H -0.088 -0.320 -1.903  0.12
H -4.027 0.584 -0.707  0.02
H 3.531 -2.006 -0.432  0.02

***

Arrangement Q

This record from the OMol25 dataset describes one molecule with the formula C7H8. The level of theory is wB97M-V/def2-TZVPD.

## Properties
HOMO-LUMO gap: 8.864 eV
HOMO level: -7.844 eV

Last column: Löwdin charge in e.
Geometry (Å):
C -1.787 -0.815 0.748  -0.03
C -0.537 -0.314 0.110  -0.42
C 0.112 -1.019 -0.970  0.10
C 1.361 -0.216 -0.916  -0.25
C 0.837 1.224 -0.985  -0.08
C 0.227 0.944 0.400  -0.13
C 0.981 -0.353 0.569  -0.05
H -1.870 -0.556 1.806  0.08
H -2.633 -0.375 0.210  0.08
H -1.837 -1.901 0.629  0.08
H 0.031 1.247 -1.729  0.11
H 2.282 -0.587 -1.361  0.13
H 1.534 2.034 -1.178  0.11
H -0.050 1.632 1.197  0.14
H 1.367 -0.860 1.452  0.15

***

Which of them is the most stable? Correct choice: arrangement P.

***

Arrangement P

This record from the OMol25 dataset describes one molecule with the formula C7H8. The level of theory is wB97M-V/def2-TZVPD.

## Properties
HOMO-LUMO gap: 10.975 eV
HOMO level: -9.939 eV
SMILES: C#CC[C@H](C)C#C

Last column: Löwdin charge in e.
Geometry (Å):
C 0.096 1.325 -0.751  -0.07
C 0.258 0.287 0.366  -0.40
C -0.204 -1.112 -0.107  -0.18
C -1.666 -1.134 -0.205  -0.15
C -2.867 -1.053 -0.220  0.11
C 1.632 0.260 0.880  -0.12
C 2.749 0.264 1.332  0.12
H 0.820 1.142 -1.553  0.09
H -0.915 1.265 -1.169  0.08
H 0.255 2.337 -0.369  0.08
H -0.397 0.566 1.201  0.14
H 0.252 -1.348 -1.077  0.13
H 0.131 -1.881 0.597  0.12
H -3.932 -0.979 -0.223  0.02
H 3.735 0.271 1.740  0.02

***

Arrangement Q

This record from the OMol25 dataset describes one molecule with the formula C7H8. The level of theory is wB97M-V/def2-TZVPD.

## Properties
HOMO-LUMO gap: 8.872 eV
HOMO level: -8.052 eV
SMILES: C[C@]12C=CCC1=C2

Last column: Löwdin charge in e.
Geometry (Å):
C 0.993 1.196 0.740  -0.13
C 1.199 0.331 -0.275  -0.02
C -1.375 0.400 -0.954  0.06
C -1.183 0.521 0.391  -0.05
C -0.350 1.259 1.413  -0.15
C -0.146 -0.359 -0.521  -0.41
C -0.027 -1.874 -0.726  -0.07
H 1.861 1.634 1.135  0.08
H 2.138 0.276 -0.839  0.11
H -1.958 0.468 -1.851  0.09
H -0.396 0.542 2.306  0.14
H -0.597 2.346 1.597  0.13
H -0.995 -2.405 -0.733  0.07
H 0.463 -2.436 0.075  0.07
H 0.372 -1.899 -1.759  0.08

***

Which of them is the most stable? Correct choice: arrangement P.

***

Arrangement P

This record from the OMol25 dataset describes one molecule with the formula C7H8. The level of theory is wB97M-V/def2-TZVPD.

## Properties
HOMO-LUMO gap: 10.981 eV
HOMO level: -9.946 eV
SMILES: C#CC[C@H](C)C#C

Last column: Löwdin charge in e.
Geometry (Å):
C 0.354 0.584 -1.428  -0.07
C 0.411 0.291 0.076  -0.40
C -0.603 -0.806 0.483  -0.18
C -1.959 -0.259 0.571  -0.15
C -3.037 0.267 0.682  0.11
C 1.771 -0.084 0.482  -0.12
C 2.890 -0.385 0.812  0.12
H 0.625 -0.313 -1.997  0.09
H -0.654 0.894 -1.720  0.08
H 1.058 1.378 -1.693  0.08
H 0.137 1.203 0.622  0.14
H -0.563 -1.629 -0.242  0.12
H -0.322 -1.227 1.455  0.12
H -3.991 0.733 0.791  0.02
H 3.883 -0.646 1.104  0.02

***

Arrangement Q

This record from the OMol25 dataset describes one molecule with the formula C7H8. The level of theory is wB97M-V/def2-TZVPD.

## Properties
HOMO-LUMO gap: 10.263 eV
HOMO level: -9.102 eV
SMILES: C=C1C[C@@H]2C=C[C@H]12

Last column: Löwdin charge in e.
Geometry (Å):
C 1.223 1.129 0.243  -0.05
C 1.745 -0.064 0.532  -0.04
C -0.996 0.038 -0.186  -0.24
C -2.050 0.700 0.240  0.05
C -0.355 -1.256 0.054  -0.15
C 0.405 0.601 -0.918  -0.15
C 0.929 -0.767 -0.539  -0.30
H 1.279 2.075 0.666  0.08
H 2.082 -0.336 1.508  0.09
H -2.204 1.779 0.121  0.07
H -2.808 0.156 0.726  0.04
H -0.441 -1.494 1.206  0.16
H -0.640 -2.210 -0.448  0.12
H 0.449 1.151 -1.959  0.16
H 1.382 -1.501 -1.248  0.15

***

Which of them is the most stable? Correct choice: arrangement P.

***

Arrangement P

This record from the OMol25 dataset describes one molecule with the formula C7H8. The level of theory is wB97M-V/def2-TZVPD.

## Properties
HOMO-LUMO gap (spin up / spin down): 6.499 / 6.498 eV
HOMO level (spin up / spin down): -7.502 / -7.501 eV

Last column: Löwdin charge in e.
Geometry (Å):
C -2.652 -0.004 0.143  -0.27
C -3.731 -0.302 -0.424  0.09
C 0.865 0.735 -0.483  -0.21
C 1.490 -0.664 -0.160  -0.25
C -0.314 1.253 0.414  -0.22
C 0.375 -1.630 0.234  0.05
C -1.430 0.267 0.410  0.00
H 1.641 1.537 -0.278  0.11
H 0.514 0.963 -1.637  0.16
H 1.994 -0.889 -1.109  0.10
H 2.196 -0.678 0.736  0.12
H 0.020 1.388 1.430  0.12
H -0.833 2.113 0.001  0.11
H -0.316 -2.183 -0.482  0.08
H 0.181 -1.905 1.204  0.00

***

Arrangement Q

This record from the OMol25 dataset describes C7H8 as an isolated structure. The level of theory is wB97M-V/def2-TZVPD.

## Properties
HOMO-LUMO gap: 8.303 eV
HOMO level: -7.698 eV

Last column: Löwdin charge in e.
Geometry (Å):
C -1.512 -0.353 0.043  -0.20
C -2.677 0.185 0.201  -0.02
C -0.174 -0.919 0.047  -0.28
C 0.364 0.264 -0.042  0.02
C -1.710 1.317 0.013  -0.10
C 0.329 -2.342 -0.138  -0.04
C 1.407 1.388 0.070  -0.04
H -1.593 1.824 -0.945  0.09
H -1.116 1.765 0.841  0.09
H -0.224 -3.024 0.560  0.08
H 1.405 -2.461 0.341  0.11
H 0.371 -2.525 -1.263  0.10
H 1.280 2.096 -0.710  0.07
H 2.396 0.981 -0.028  0.07
H 1.454 1.804 1.009  0.05

***

Arrangement R

This record from the OMol25 dataset describes one molecule with the formula C7H8. The level of theory is wB97M-V/def2-TZVPD.

## Properties
HOMO-LUMO gap: 10.421 eV
HOMO level: -9.980 eV

Last column: Löwdin charge in e.
Geometry (Å):
C -0.081 -1.386 1.063  -0.07
C -0.589 -0.005 0.632  -0.38
C 0.552 1.027 0.452  -0.18
C 1.224 0.972 -0.851  -0.15
C 1.718 0.978 -1.952  0.12
C -1.377 -0.113 -1.939  0.17
C -1.395 -0.121 -0.642  -0.27
H 0.624 -1.762 0.318  0.09
H 0.422 -1.352 2.039  0.08
H -0.906 -2.101 1.146  0.08
H -1.225 0.376 1.446  0.13
H 0.130 2.031 0.577  0.12
H 1.280 0.889 1.262  0.12
H 2.095 0.971 -2.954  0.03
H -2.471 -0.403 -0.597  0.11

***

Arrangement S

This record from the OMol25 dataset describes one molecule with the formula C7H8. The level of theory is wB97M-V/def2-TZVPD.

## Properties
HOMO-LUMO gap: 10.146 eV
HOMO level: -9.015 eV
SMILES: Cc1ccccc1

Last column: Löwdin charge in e.
Geometry (Å):
C 0.881 1.416 -1.483  -0.05
C -1.116 0.525 -0.172  -0.04
C 0.281 0.471 -0.449  -0.28
C 1.092 -0.416 0.200  -0.07
C 0.590 -1.330 1.161  -0.08
C -0.752 -1.309 1.424  -0.10
C -1.579 -0.451 0.671  -0.11
H 0.445 1.131 -2.443  0.08
H 1.955 1.286 -1.531  0.07
H 0.502 2.432 -1.368  0.08
H -1.817 1.222 -0.602  0.11
H 2.159 -0.434 0.014  0.10
H 1.296 -1.944 1.699  0.10
H -1.302 -2.076 1.958  0.10
H -2.634 -0.521 0.921  0.10

***

Which of them is the most stable? Correct choice: arrangement S.